{
  "formula": "C4H8O2",
  "method": "the ωB97M-V functional and the def2-TZVPD basis",
  "elements": ["C", "C", "O", "C", "C", "O", "H", "H", "H", "H", "H", "H", "H", "H"],
  "positions_angstrom": [[-0.891, 1.787, -0.311], [-0.652, 0.440, 0.337], [-1.598, -0.280, 0.598], [0.770, -0.062, 0.565], [0.844, -1.524, 0.119], [0.412, -1.662, -1.221], [-1.499, 2.419, 0.343], [0.027, 2.312, -0.583], [-1.477, 1.598, -1.217], [1.487, 0.547, 0.005], [1.013, 0.021, 1.634], [0.238, -2.147, 0.790], [1.875, -1.887, 0.151], [-0.549, -1.563, -1.210]],
  "relative_energy_kcal_mol": 20.9,
  "lumo_energy_ev": 0.951,
  "e_tot_ha": -307.6791,
  "gap_ev": 10.86,
  "smiles": "CC(=O)CCO"
}



{
  "formula": "C4H8O2",
  "method": "the ωB97M-V functional and the def2-TZVPD basis",
  "elements": ["C", "C", "C", "C", "H", "H", "H", "H", "H", "H", "H", "H", "O", "O"],
  "positions_angstrom": [[-1.269, -0.510, -0.489], [-0.573, -0.199, 0.814], [-0.169, 1.166, 1.251], [0.913, 0.311, 0.594], [0.493, -1.872, -0.645], [-1.384, 0.524, -0.933], [-2.279, -1.009, -0.383], [-0.642, -0.884, 1.666], [-0.575, 1.990, 0.788], [-0.063, 1.169, 2.359], [1.629, -0.202, 1.210], [1.251, 0.071, -1.363], [-0.380, -1.207, -1.377], [1.400, 0.658, -0.587]],
  "relative_energy_kcal_mol": 98.2,
  "lumo_energy_ev": 0.307,
  "e_tot_ha": -307.5560,
  "gap_ev": 9.71
}



{
  "formula": "C4H8O2",
  "method": "the ωB97M-V functional and the def2-TZVPD basis",
  "elements": ["C", "O", "C", "C", "O", "C", "H", "H", "H", "H", "H", "H", "H", "H"],
  "positions_angstrom": [[-1.564, -0.747, 1.154], [-0.544, -1.024, 0.224], [-0.048, 0.120, -0.396], [1.088, 0.927, 0.258], [1.793, 0.955, -0.993], [0.988, -0.126, -1.489], [-1.194, -0.169, 2.014], [-2.388, -0.186, 0.687], [-1.946, -1.706, 1.510], [-0.867, 0.774, -0.732], [1.630, 0.338, 1.012], [0.874, 1.931, 0.641], [1.482, -1.098, -1.355], [0.697, 0.010, -2.536]],
  "relative_energy_kcal_mol": 56.7,
  "lumo_energy_ev": 1.027,
  "e_tot_ha": -307.6221,
  "gap_ev": 10.76
}



{
  "formula": "C4H8O2",
  "method": "the ωB97M-V functional and the def2-TZVPD basis",
  "elements": ["C", "C", "O", "C", "O", "C", "H", "H", "H", "H", "H", "H", "H", "H"],
  "positions_angstrom": [[0.570, 0.451, -0.278], [0.703, -0.670, 0.484], [-0.415, -1.311, 0.877], [-1.507, -0.835, 0.108], [-1.748, 0.499, 0.395], [-0.628, 1.299, 0.010], [1.125, 0.685, -1.171], [1.577, -1.104, 0.956], [-2.374, -1.418, 0.397], [-1.253, -0.972, -0.960], [-0.385, 1.940, 0.873], [-0.874, 1.959, -0.830], [2.576, 0.108, -0.370], [2.631, -0.631, -0.491]],
  "relative_energy_kcal_mol": 97.0,
  "lumo_energy_ev": 0.889,
  "e_tot_ha": -307.5578,
  "gap_ev": 9.49,
  "smiles": "C1=COCOC1.[H][H]"
}



{
  "formula": "C4H8O2",
  "method": "the ωB97M-V functional and the def2-TZVPD basis",
  "elements": ["C", "C", "C", "O", "C", "O", "H", "H", "H", "H", "H", "H", "H", "H"],
  "positions_angstrom": [[1.337, 0.108, 0.841], [-0.147, 0.045, 0.445], [-0.479, 1.382, -0.173], [-0.804, 1.552, -1.328], [-0.442, -1.118, -0.508], [-1.728, -1.056, -1.073], [1.707, -0.878, 1.136], [1.504, 0.797, 1.675], [1.945, 0.454, -0.004], [-0.759, -0.058, 1.353], [-0.356, 2.256, 0.502], [0.342, -1.159, -1.282], [-0.393, -2.059, 0.052], [-1.727, -0.266, -1.634]],
  "relative_energy_kcal_mol": 25.1,
  "lumo_energy_ev": 0.829,
  "e_tot_ha": -307.6725,
  "gap_ev": 10.86,
  "smiles": "C[C@@H](C=O)CO"
}



{
  "formula": "C4H8O2",
  "method": "the ωB97M-V functional and the def2-TZVPD basis",
  "elements": ["C", "C", "O", "C", "C", "O", "H", "H", "H", "H", "H", "H", "H", "H"],
  "positions_angstrom": [[-1.404, 1.243, 0.216], [-0.589, -0.029, 0.403], [-1.423, -1.086, -0.025], [0.695, -0.040, -0.447], [1.976, -0.665, -0.074], [1.039, -1.352, -0.887], [-1.622, 1.390, -0.848], [-2.361, 1.133, 0.735], [-0.897, 2.133, 0.603], [-0.342, -0.154, 1.471], [-0.836, -1.830, -0.230], [0.737, 0.718, -1.232], [2.140, -1.064, 0.927], [2.888, -0.397, -0.611]],
  "relative_energy_kcal_mol": 47.6,
  "lumo_energy_ev": 1.065,
  "e_tot_ha": -307.6366,
  "gap_ev": 11.21,
  "smiles": "C[C@@H](O)[C@H]1CO1"
}



{
  "formula": "C4H8O2",
  "method": "the ωB97M-V functional and the def2-TZVPD basis",
  "elements": ["C", "C", "O", "C", "C", "O", "H", "H", "H", "H", "H", "H", "H", "H"],
  "positions_angstrom": [[0.082, -1.349, 1.051], [-0.463, -0.546, -0.038], [-1.489, 0.375, 0.312], [-0.761, 1.510, -0.228], [0.296, 0.560, -0.826], [1.659, 0.755, -0.607], [0.190, -0.846, 2.034], [-0.295, -2.343, 1.191], [0.753, -1.868, -0.100], [-0.242, -1.589, -0.871], [-0.371, 2.150, 0.575], [-1.371, 2.105, -0.920], [0.184, 0.461, -1.912], [1.828, 0.627, 0.339]],
  "relative_energy_kcal_mol": 133.9,
  "lumo_energy_ev": 0.763,
  "e_tot_ha": -307.4990,
  "gap_ev": 10.41
}



{
  "formula": "C4H8O2",
  "method": "the ωB97M-V functional and the def2-TZVPD basis",
  "elements": ["C", "O", "C", "C", "O", "C", "H", "H", "H", "H", "H", "H", "H", "H"],
  "positions_angstrom": [[-0.419, 1.686, 0.427], [-1.185, 0.725, -0.286], [-0.597, -0.532, -0.470], [0.845, -0.553, -1.003], [1.359, -0.866, 0.303], [0.037, -1.194, 0.766], [0.583, 1.323, 0.683], [-0.321, 2.581, -0.196], [-0.938, 1.949, 1.356], [-1.333, -1.124, -1.017], [1.230, 0.390, -1.404], [1.043, -1.364, -1.715], [-0.200, -0.740, 1.735], [-0.103, -2.282, 0.821]],
  "relative_energy_kcal_mol": 59.6,
  "lumo_energy_ev": 1.016,
  "e_tot_ha": -307.6174,
  "gap_ev": 10.77
}



{
  "formula": "C4H8O2",
  "method": "the ωB97M-V functional and the def2-TZVPD basis",
  "elements": ["C", "C", "C", "O", "C", "O", "H", "H", "H", "H", "H", "H", "H", "H"],
  "positions_angstrom": [[1.528, -0.651, -1.349], [0.200, -0.032, -0.936], [-0.135, -0.203, 0.536], [0.506, -0.900, 1.291], [-1.321, 0.627, 1.021], [-1.737, 0.362, 2.326], [2.354, -0.240, -0.762], [1.727, -0.453, -2.407], [1.523, -1.734, -1.196], [-0.629, -0.462, -1.517], [0.181, 1.044, -1.159], [-1.036, 1.685, 0.884], [-2.176, 0.442, 0.360], [-0.984, 0.515, 2.910]],
  "relative_energy_kcal_mol": 20.8,
  "lumo_energy_ev": 0.798,
  "e_tot_ha": -307.6793,
  "gap_ev": 10.52,
  "smiles": "CCC(=O)CO"
}



Q: Number 9 is which compound?
A: C4H8O2